No. 1
135
Properties=species:S:1:pos:R:3 method="wB97M-V/def2-TZVPD" charge=+2 homo_energy_ev=-11.92
Li -3.41345 1.95605 -1.46184
Li -4.24871 -1.04900 -2.91862
Li -4.06169 -1.47082 0.13398
Li -3.01045 -3.95531 -1.97268
O -2.38413 -2.31217 -0.72329
C -1.68532 -1.04745 -0.93570
C -2.04746 0.10676 0.07036
O -3.28141 0.72839 0.13317
H -1.93225 -0.69086 -1.93569
H -0.59751 -1.11141 -0.90972
H -1.40062 0.94812 -0.17820
H -1.75089 -0.05480 1.10672
C -0.35903 -1.69381 -4.52267
O 0.67265 -2.33247 -4.43125
N -1.52553 -2.26890 -4.46213
N -0.43257 -0.39534 -4.79611
H -2.34479 -1.73912 -4.72334
H -1.68438 -3.25304 -4.29996
H 0.29437 0.22846 -5.11632
H -1.31458 0.04976 -4.58626
C 0.41600 -4.41129 0.73935
O 1.22454 -5.12067 1.35868
N -0.80444 -4.19333 1.09655
N 0.66058 -3.77922 -0.31872
H -1.08141 -4.62589 1.96620
H -1.37786 -3.48107 0.66762
H 1.63922 -3.75170 -0.56694
H -0.07269 -3.21605 -0.72522
C -3.37589 3.16977 3.03009
O -3.59506 3.90302 3.96981
N -4.31374 2.45674 2.50307
N -2.31864 3.02456 2.34301
H -5.14100 2.41743 3.08117
H -4.16541 1.82413 1.72982
H -1.49735 3.55890 2.58804
H -2.27482 2.29067 1.65049
C -5.46729 4.54801 -0.83637
O -4.24981 3.84525 -0.90347
C -3.13198 4.75510 -0.75401
C -1.77527 3.98486 -1.08770
N -2.00923 3.18138 -2.37552
C -0.76478 2.56507 -2.87636
C 0.34389 3.66827 -3.21112
O -0.19595 4.67428 -4.06251
C 0.78342 5.45188 -4.60063
H -5.69112 4.97230 -1.81513
H -5.47727 5.30770 -0.05478
H -6.16603 3.75243 -0.57768
H -3.04686 5.22945 0.22367
H -3.27934 5.51970 -1.51674
H -1.60895 3.32711 -0.23458
H -0.95432 4.69618 -1.17801
H -2.43036 3.73051 -3.11119
H -1.06345 2.00580 -3.76299
H -0.37513 1.70112 -2.33797
H 1.17959 3.17113 -3.70362
H 0.75513 4.16299 -2.33122
H 0.33667 6.27491 -5.15842
H 1.42922 4.92103 -5.30009
H 1.38693 5.97869 -3.86148
C 1.01320 -1.13551 2.42212
O 2.42925 -1.15479 2.52394
C 3.10228 -2.32402 2.18789
C 4.62157 -2.19594 2.56769
N 5.46515 -1.56640 1.58470
C 6.77239 -1.10986 2.19615
C 7.49206 -0.35069 1.10680
O 6.77363 0.80165 0.77233
C 7.42198 1.82832 0.06475
H 0.64142 -1.71611 3.26637
H 0.71239 -1.62993 1.49844
H 0.60529 -0.14018 2.59830
H 3.00682 -2.67563 1.16058
H 2.67171 -3.18445 2.70012
H 4.99991 -3.21780 2.59535
H 4.74769 -1.81215 3.58006
H 5.07327 -0.64009 1.49260
H 7.32929 -1.99908 2.49155
H 6.62047 -0.46735 3.06346
H 7.57202 -0.93939 0.19294
H 8.47799 -0.19562 1.54496
H 8.27722 2.17374 0.64556
H 6.89784 2.75040 -0.18652
H 7.85050 1.45716 -0.86623
C 7.57105 2.12645 -3.99392
O 6.61657 1.41835 -3.11085
C 6.27724 0.08479 -3.51683
C 5.51282 -0.53552 -2.31530
N 4.30565 0.27871 -2.10550
C 3.68248 -0.16690 -0.87136
C 2.40878 0.68683 -0.68571
O 2.68371 1.78322 0.14035
C 1.60575 2.54120 0.59978
H 7.17557 2.43808 -4.96066
H 8.43806 1.49233 -4.17910
H 7.77893 3.10270 -3.55595
H 7.07481 -0.64669 -3.64691
H 5.69362 0.13400 -4.43609
H 6.21299 -0.31003 -1.51092
H 5.27935 -1.60017 -2.30386
H 4.73989 1.14718 -1.82749
H 4.30123 -0.06949 0.02069
H 3.44367 -1.22989 -0.90505
H 1.67712 0.13443 -0.09612
H 1.91674 0.89906 -1.63489
H 1.36834 3.19577 -0.23883
H 1.86028 3.15654 1.46272
H 0.76739 1.90033 0.87282
C -2.22466 -2.30949 5.47502
O -3.32305 -2.30216 4.58380
C -3.73720 -1.12469 3.91374
C -5.09581 -1.31131 3.18182
N -5.01451 -2.20789 1.99695
C -4.45432 -3.59774 2.12390
C -5.17777 -4.54750 3.02968
O -6.33202 -5.12946 2.48254
C -6.14985 -6.25700 1.59393
H -2.41138 -1.86548 6.45282
H -1.33549 -1.85060 5.04270
H -2.04972 -3.38112 5.57047
H -2.99439 -0.93337 3.13931
H -3.69775 -0.33103 4.65983
H -5.44909 -0.32970 2.86602
H -5.84097 -1.71912 3.86485
H -5.88409 -2.26858 1.48681
H -3.38873 -3.51743 2.33877
H -4.44218 -4.10621 1.15984
H -5.47598 -4.12171 3.98773
H -4.49770 -5.34306 3.33411
H -7.17179 -6.63606 1.58694
H -5.47034 -7.04254 1.92453
H -5.90896 -5.96933 0.57055
O -6.02317 1.11479 0.38233
H -5.06657 1.10612 0.41507
H -6.29192 1.32994 1.27549

No. 2
169
Properties=species:S:1:pos:R:3 method="wB97M-V/def2-TZVPD" charge=-1 homo_energy_ev=-7.81
O -0.82738 2.72937 0.00712
C -0.50298 1.60545 -0.25023
O -0.83033 0.50656 0.40048
B -0.20856 -0.68210 -0.22031
O 0.66502 -0.10065 -1.27496
C 0.49866 1.19624 -1.33725
O 1.13135 1.93935 -2.04674
O -1.26759 -1.50534 -0.83362
C -1.37866 -2.66075 -0.21541
O -2.20116 -3.51046 -0.37627
C -0.18883 -2.72504 0.80604
O 0.46328 -1.57938 0.71038
O -0.01748 -3.54369 1.66313
C -5.09775 1.87762 -0.97135
C -5.37254 0.67431 -0.07920
C -4.30116 -0.41596 -0.10661
C -4.30118 -1.19713 -1.35579
N -4.30953 -1.87324 -2.28141
H -5.94201 2.56337 -0.87016
H -4.88942 1.61067 -2.00550
H -4.22374 2.44856 -0.64016
H -6.32670 0.22190 -0.35615
H -5.48213 1.07387 0.93315
H -4.47595 -1.15544 0.68064
H -3.29529 -0.03213 0.06806
C 4.37820 2.94117 1.47487
C 3.18198 3.06374 0.51865
C 2.25900 4.21747 0.86898
C 1.57671 4.06398 2.14276
N 1.01984 3.93192 3.13742
H 3.99737 2.88324 2.49613
H 5.13461 3.71229 1.33040
H 4.93857 2.01656 1.31430
H 2.62841 2.12369 0.46067
H 3.57612 3.18824 -0.49149
H 1.53296 4.30552 0.05482
H 2.82249 5.15430 0.85613
C 2.83424 4.70759 -2.91810
C 3.49388 5.93908 -2.30893
C 4.99955 5.95288 -2.59051
C 5.63427 4.71504 -2.07814
N 6.12252 3.75322 -1.68578
H 2.78285 4.61937 -4.00441
H 1.81632 4.54565 -2.55461
H 3.34067 3.79520 -2.58845
H 3.29294 5.95633 -1.23678
H 2.97806 6.83399 -2.66262
H 5.50949 6.84237 -2.22705
H 5.20640 5.89128 -3.66288
C -3.00302 -3.69385 4.02357
C -3.69904 -3.38757 2.70264
C -3.90264 -4.66325 1.88332
C -4.72069 -5.70082 2.53758
N -5.34583 -6.51316 3.05846
H -1.98723 -4.04094 3.80998
H -3.54434 -4.40232 4.64973
H -2.85719 -2.78707 4.61198
H -3.18551 -2.61594 2.14015
H -4.69541 -3.03506 2.99458
H -2.90733 -5.07065 1.70100
H -4.41002 -4.50476 0.93010
C 3.23588 -1.10773 1.10267
C 4.64597 -1.69258 1.08302
C 5.69742 -0.94413 1.94794
C 5.19572 -0.61978 3.29368
N 4.84693 -0.31194 4.34375
H 2.70645 -1.54107 0.25642
H 3.26338 -0.02142 0.98059
H 2.69759 -1.33224 2.02100
H 5.03826 -1.72362 0.06861
H 4.61766 -2.71506 1.46808
H 5.85660 0.01863 1.45935
H 6.59066 -1.56038 1.97478
C -4.20149 4.38730 2.90288
C -2.74766 4.06832 2.61032
C -2.30983 2.66245 3.06005
C -2.30241 2.46668 4.50421
N -2.29203 2.34531 5.64452
H -4.91762 3.74252 2.39893
H -4.40234 5.41427 2.57954
H -4.35308 4.39687 3.98579
H -2.05065 4.82147 2.97644
H -2.62094 4.04262 1.52258
H -1.31386 2.50224 2.64188
H -2.88759 1.84824 2.61547
C -0.41177 6.33620 1.03606
C -1.61246 7.28473 0.91856
C -2.06119 7.45954 -0.53208
C -2.49151 6.19921 -1.13804
N -2.78669 5.20397 -1.62588
H 0.43901 6.72172 0.47095
H -0.65831 5.33203 0.67986
H -0.13376 6.16436 2.07499
H -1.31615 8.26874 1.28211
H -2.42873 6.86015 1.50165
H -1.30692 7.91660 -1.17564
H -2.92166 8.13350 -0.59181
C -0.33686 1.90205 -6.15143
C -0.00474 2.66496 -4.85950
C -1.25187 3.15302 -4.15843
C -2.09250 2.05320 -3.65765
N -2.71426 1.16977 -3.26712
H -0.85950 2.55163 -6.85721
H -0.97329 1.06057 -5.86002
H 0.50671 1.42974 -6.65725
H 0.59303 3.54869 -5.09047
H 0.50810 1.91208 -4.26544
H -1.90743 3.75232 -4.79493
H -0.96171 3.74626 -3.28869
C -4.31824 -7.55109 -1.05019
C -3.11845 -7.82668 -1.96947
C -2.20263 -6.61186 -2.15833
C -2.88703 -5.46371 -2.74978
N -3.46677 -4.56899 -3.16591
H -4.03394 -7.29175 -0.03144
H -5.02564 -8.37671 -1.01792
H -4.81737 -6.67095 -1.46633
H -3.48350 -8.11889 -2.95607
H -2.53176 -8.65562 -1.57002
H -1.29934 -6.83880 -2.71723
H -1.90256 -6.23903 -1.17435
C 2.02820 0.91406 5.46198
C 1.46560 -0.19852 4.56004
C 0.54627 0.37137 3.45271
C -0.79495 -0.19317 3.39449
N -1.85344 -0.63496 3.31769
H 2.53388 1.71186 4.92161
H 2.71530 0.49316 6.19360
H 1.15446 1.33527 5.96491
H 0.98087 -0.99109 5.12850
H 2.28119 -0.71736 4.05377
H 1.01527 0.07293 2.51169
H 0.46728 1.45854 3.47731
C 1.21494 -2.22388 -6.67183
C 1.38142 -2.25733 -5.15913
C 0.42262 -1.37669 -4.38448
C -0.96331 -1.81936 -4.35332
N -2.05711 -2.16995 -4.32777
H 1.86823 -2.97630 -7.11386
H 1.43908 -1.23365 -7.07472
H 0.18594 -2.45574 -6.95024
H 2.39168 -2.11461 -4.76896
H 1.22467 -3.29538 -4.83539
H 0.39613 -0.34318 -4.74035
H 0.78428 -1.30160 -3.35563
Cl -1.71359 -7.72240 1.66292
C -0.36064 -6.58014 1.44181
C 0.86068 -7.27571 0.82833
Cl 0.55531 -7.69902 -0.87889
H -0.07418 -6.25412 2.43765
H -0.70572 -5.77245 0.80725
H 1.16050 -8.18160 1.34722
H 1.68911 -6.57302 0.92394
Cl 3.32420 -3.43317 4.92322
C 2.09874 -4.64477 4.41927
C 1.17285 -5.04124 5.52239
Cl 0.00762 -3.75757 6.01059
H 2.68709 -5.51091 4.11653
H 1.60065 -4.22978 3.54478
H 1.67781 -5.34662 6.43569
H 0.58296 -5.90493 5.21272
Cl 4.08269 -1.21476 -2.47901
C 4.22899 0.56911 -2.45414
C 4.58003 1.11259 -3.82947
Cl 3.26757 0.87625 -5.00687
H 5.02428 0.75161 -1.73744
H 3.27843 1.01497 -2.16059
H 5.49573 0.62604 -4.16561
H 4.81189 2.17458 -3.76926

No. 3
13
Properties=species:S:1:pos:R:3 method="wB97M-V/def2-TZVPD" smiles="O=CO.NCO" homo_energy_ev=-10.22 relative_energy_kcal_mol=23.2
O 0.91507 2.63010 -2.29005
C 0.32921 1.90814 -1.54065
O 0.18051 2.24295 -0.25576
H -0.21443 1.00328 -1.84644
H -0.24703 1.53367 0.25640
N 0.83155 -1.57495 0.38003
C -0.55235 -1.35947 0.56984
O -0.87584 -0.01502 0.99277
H 1.24371 -1.04549 -0.36871
H 1.40341 -1.75046 1.18169
H -1.12364 -1.51118 -0.34352
H -0.89119 -2.08587 1.30980
H -0.99900 0.02429 1.95461

No. 4
119
Properties=species:S:1:pos:R:3 method="wB97M-V/def2-TZVPD" charge=-2 spin_multiplicity=2 s_squared=0.769 homo_energy_ev="-0.54 / -1.19" relative_energy_kcal_mol=0.0
Ca -0.17737 -0.59575 -0.97169
N -0.71229 -0.19791 -5.56306
C -1.18570 -0.57804 -4.37712
N -0.24965 -0.42597 -3.45826
C 0.86672 0.03752 -4.17445
N 0.59446 0.18615 -5.47865
C 2.08792 0.28470 -3.47905
C 3.21503 0.70633 -4.14184
N 4.39095 0.89706 -3.57544
C 4.39265 0.57510 -2.22096
C 3.27432 0.20634 -1.55536
N 2.07280 0.03850 -2.10177
H -1.15401 -0.26944 -6.45484
H -2.18475 -0.95018 -4.18637
H 3.16857 0.87214 -5.22447
H 5.36195 0.61670 -1.72262
H 3.34048 -0.04905 -0.48286
Cl -0.73577 -7.71554 -2.57921
C -0.96483 -6.07932 -1.98467
C -2.20785 -5.69237 -1.57642
C -2.43643 -4.41679 -1.10246
I -4.35041 -3.93713 -0.43304
C -1.45878 -3.44069 -1.05687
O -1.69646 -2.26950 -0.65403
C -0.11555 -3.88272 -1.48732
N 0.86443 -2.94727 -1.40627
C 2.10097 -3.24758 -1.66340
C 2.47616 -4.55688 -2.02808
C 1.49784 -5.49289 -2.19403
C 0.13822 -5.19807 -1.88745
H -3.02971 -6.39927 -1.62034
H 2.83385 -2.45570 -1.57192
H 3.52370 -4.77914 -2.16938
H 1.71779 -6.50821 -2.52482
C 0.34429 0.14590 1.47566
H -0.50752 -0.34848 1.99135
H 0.14863 1.21756 1.55023
Cl 2.00489 5.73290 -1.49514
C 0.87800 4.42483 -0.87529
Cl 0.85532 3.05128 -1.92966
H -0.11202 4.88926 -0.85493
H 1.31190 4.14488 0.08117
C -3.42615 5.93056 -1.37596
C -3.96533 5.24674 -0.30767
C -3.89324 3.86035 -0.21915
C -3.20932 3.11792 -1.18147
C -2.66407 3.83362 -2.27512
C -2.78881 5.22455 -2.38789
Ge -2.99097 1.16466 -1.12088
C -4.04236 0.64493 -2.73229
C -4.35220 -0.71037 -2.88931
C -4.91941 -1.19401 -4.06025
C -5.18992 -0.36468 -5.11569
C -4.91341 0.98258 -4.98832
C -4.40342 1.48091 -3.79476
C -4.30086 0.66439 0.29489
C -3.82381 0.53758 1.62264
C -4.67815 0.32119 2.69061
C -6.03366 0.12643 2.44683
C -6.53149 0.24363 1.16240
C -5.66250 0.49523 0.08742
H -3.53732 6.99617 -1.46816
H -4.43649 5.83134 0.47584
H -4.39968 3.34393 0.60507
H -2.08818 3.30511 -3.02164
H -2.36326 5.76180 -3.23446
H -4.09634 -1.43472 -2.12235
H -5.12940 -2.26890 -4.15478
H -5.59854 -0.74580 -6.04472
H -5.14007 1.67813 -5.80685
H -4.22376 2.54917 -3.75856
H -2.74460 0.61709 1.77403
H -4.28849 0.20609 3.70712
H -6.72082 -0.14770 3.22727
H -7.57275 0.04483 0.97679
H -6.06466 0.62103 -0.91480
C 3.36333 -3.61288 5.43905
C 2.49678 -3.17110 4.27040
C 1.61169 -4.06849 3.68955
C 0.82649 -3.70520 2.58643
C -0.12135 -4.67880 1.94726
C 0.85575 -2.40465 2.14539
C 1.69576 -1.41821 2.75012
C 2.56415 -1.85881 3.82003
N 1.55911 -0.12790 2.30235
C 2.50799 0.95686 2.55589
C 2.35293 1.61196 3.95486
C 3.34548 2.73758 4.16631
C 4.78678 2.21701 4.04734
C 4.96521 1.63574 2.63804
C 4.73287 2.71517 1.57786
C 3.29969 3.22419 1.70702
C 3.17691 3.85349 3.10514
C 2.30516 2.08752 1.53012
C 4.00069 0.46642 2.43541
H 3.10107 -4.61887 5.79413
H 3.25311 -2.94687 6.28464
H 4.42133 -3.66945 5.15979
H 1.54457 -5.08304 4.11613
H -0.41027 -5.49636 2.62758
H 0.29672 -5.18241 1.06588
H -1.03189 -4.17196 1.60061
H 0.18770 -2.13064 1.35853
H 3.17489 -1.11680 4.36062
H 2.52317 0.86626 4.71529
H 1.32747 1.96189 4.03565
H 3.14307 3.21366 5.16295
H 4.96532 1.44459 4.79624
H 5.44723 3.05531 4.24448
H 5.96368 1.24613 2.59429
H 4.93977 2.33053 0.58641
H 5.43257 3.51951 1.72378
H 3.12743 3.96599 0.94988
H 2.21589 4.34383 3.23384
H 3.97174 4.59993 3.24458
H 2.42025 1.69538 0.52115
H 1.31244 2.48881 1.61512
H 4.20785 -0.35472 3.14742
H 4.15020 0.02239 1.46174

No. 5
22
Properties=species:S:1:pos:R:3 method="wB97M-V/def2-TZVPD" homo_energy_ev=-7.66 relative_energy_kcal_mol=164.3
C 2.04834 -0.70194 -0.25832
C -1.80966 -0.91737 0.17367
C 1.13382 0.32652 0.25627
C -0.94610 0.01169 -0.41997
C 2.80273 -1.25717 -1.37540
C -2.48018 -1.20972 1.46233
C 1.27221 1.67806 0.82827
C -1.48716 1.32340 -0.96273
N 1.61526 -0.88597 0.95218
N -1.49314 -1.27188 -1.00160
H 2.15723 -2.14528 -1.52407
H 3.70699 -1.54667 -0.89906
H 2.99269 -0.67371 -2.24668
H -3.32042 -0.39987 1.69754
H -1.68798 -1.23022 2.15973
H -3.11168 -2.09487 1.34541
H 2.17637 1.73215 1.41828
H 0.41739 1.88494 1.54249
H 1.26739 2.55563 0.21176
H -1.13404 1.60279 -1.91550
H -1.53132 2.01198 -0.25653
H -2.58877 1.20752 -1.18808